No. 1
Entry from OMol25: a molecular structure, C17H10CuN4O7S (wB97M-V/def2-TZVPD).

Each line ends with the natural charge from an NBO analysis.
Positions of all 40 atoms, in Å:
C: -12.179 0.713 1.106  -0.2395
H: -10.652 5.085 6.943  0.1816
C: -11.208 4.253 6.488  0.0493
C: -15.220 0.944 5.962  -0.2625
H: -11.676 2.380 -0.080  0.2640
N: -15.123 -0.676 4.240  -0.5326
H: -9.138 1.831 3.280  0.2799
H: -13.718 -2.226 4.556  0.2378
N: -9.581 3.338 1.108  0.5211
C: -10.290 2.113 1.494  -0.0812
C: -15.687 0.410 4.765  0.0404
C: -11.850 -0.049 2.289  0.4186
Cu: -14.539 -0.685 2.387  0.8615
C: -14.232 0.320 6.696  -0.1301
C: -12.367 2.258 6.908  -0.1110
O: -8.535 3.714 1.694  -0.4183
O: -13.135 0.561 -1.042  -0.6600
N: -11.135 4.100 5.190  -0.4329
N: -10.299 -0.193 4.259  0.5211
C: -13.320 0.364 0.136  0.7749
C: -10.694 0.385 2.993  -0.0781
H: -11.777 3.546 8.481  0.2185
O: -9.135 0.056 4.674  -0.4531
C: -13.761 -0.891 6.211  -0.2414
H: -12.767 1.087 5.127  0.2479
O: -12.497 -1.057 2.647  -0.7676
C: -9.926 1.423 2.620  -0.1401
H: -15.618 1.832 6.460  0.2332
C: -11.733 3.371 7.388  -0.2997
C: -14.197 -1.351 4.962  0.0707
H: -12.994 -1.425 6.730  0.2436
S: -13.342 1.213 7.963  0.2735
O: -14.457 -0.020 0.635  -0.8721
H: -11.682 2.902 3.680  0.1960
C: -12.338 1.985 5.545  -0.3228
O: -10.061 3.983 0.157  -0.4114
C: -11.423 1.803 0.790  -0.1229
H: -16.462 0.925 4.224  0.2155
O: -11.027 -0.922 4.883  -0.3882
C: -11.726 2.987 4.757  0.1164

The energy above the lowest of the compared OMol25 structures with the same formula, charge and spin comes out at 5.8 kcal per mole. The HOMO-LUMO gap comes out at 7.0 eV. The calculation puts the HOMO energy at -5.14 eV. As for the total charge: -1.



No. 2
Entry from OMol25: 2 unconnected molecules or ions with the total composition C17H10F6NO4S2 (wB97M-V/def2-TZVPD).

Each line ends with the natural charge from an NBO analysis.
Positions of all 40 atoms, in Å:
H: -3.774 1.891 -2.113  0.2114
C: 0.125 -0.903 6.582  0.8969
O: -1.712 -3.403 3.817  -0.6519
C: -1.786 -0.035 -0.150  0.0789
F: 1.381 -1.437 6.601  -0.3439
C: -0.759 -1.470 3.199  -0.0773
C: -3.981 -0.251 -1.849  -0.2139
C: -0.674 0.927 2.037  -0.3741
F: -0.081 -0.263 7.777  -0.3506
C: 0.598 0.358 2.597  0.1558
S: -0.232 0.461 5.197  -0.4042
H: -2.846 -1.369 3.259  0.2493
S: 0.805 0.335 -0.263  2.0621
O: 2.654 -1.956 3.420  -0.5954
C: -1.896 0.526 2.701  -0.1532
C: 1.772 -1.215 -0.620  0.7523
F: -0.691 -2.009 6.566  -0.3430
F: 2.423 -1.645 0.476  -0.2862
C: -1.959 -0.786 3.050  -0.1623
H: -1.837 -2.202 -0.036  0.2291
N: 0.714 -3.418 3.397  -0.5930
O: 1.719 1.241 0.366  -0.9132
C: -0.604 -2.898 3.597  0.5772
C: -3.395 0.995 -1.619  -0.2170
H: -4.891 -0.325 -2.456  0.2110
H: -0.718 1.951 1.628  0.2520
H: -2.665 1.241 2.916  0.2265
C: -0.613 0.014 0.814  -0.4883
H: -1.772 2.060 -0.678  0.2150
C: 0.513 -0.891 3.241  -0.1725
H: -0.396 -1.002 1.113  0.2927
C: -2.316 -1.296 -0.434  -0.2174
H: -3.824 -2.403 -1.504  0.2179
C: -2.283 1.111 -0.786  -0.2031
C: 1.434 -2.087 3.476  0.6083
F: 0.994 -2.219 -1.097  -0.3084
C: -3.420 -1.412 -1.288  -0.2064
O: 0.199 0.632 -1.544  -0.9193
F: 2.654 -0.843 -1.561  -0.3026
H: 1.463 1.009 2.495  0.2607

The energy above the lowest of the compared OMol25 structures with the same formula, charge and spin comes out at 74.0 kcal per mole. The HOMO-LUMO gap comes out at 4.7 eV. The calculation puts the HOMO energy at -4.28 eV. As for the total charge: -1.



No. 3
Entry from OMol25: 2 unconnected molecules or ions with the total composition C17H11Cl5NO4 (wB97M-V/def2-TZVPD).

Each line ends with the natural charge from an NBO analysis.
Positions of all 38 atoms, in Å:
N: -0.457 6.403 2.806  -0.3626
H: -1.560 5.747 4.755  0.2551
C: -1.219 2.407 1.464  0.4744
H: 1.720 7.577 8.034  0.2075
C: -0.190 6.601 7.765  -0.1063
H: -0.527 6.799 -2.608  0.2096
C: 1.262 7.252 5.944  -0.2393
Cl: -0.509 6.518 9.442  -0.0344
C: -1.127 6.086 6.852  -0.2270
C: -1.725 5.599 0.952  0.7259
C: 0.174 3.355 -0.373  -0.1303
Cl: -3.484 1.016 0.989  0.0853
H: 1.470 7.142 3.177  0.1283
O: -2.548 5.007 1.622  -0.6472
C: -2.022 6.936 -1.062  -0.0535
C: -0.860 6.149 5.485  -0.2070
C: -1.619 6.800 -2.505  -0.6260
H: -3.100 7.110 -0.974  0.1709
Cl: 1.455 4.346 -0.913  0.0794
H: 2.180 7.705 5.567  0.2017
C: 0.023 3.037 0.942  -0.0889
Cl: -3.077 1.661 -2.096  0.0735
C: -0.835 2.997 -1.404  0.4951
C: 1.008 7.183 7.312  -0.2340
H: 0.269 6.566 0.829  0.1341
C: 0.325 6.740 5.014  -0.0292
O: -1.766 5.642 -0.421  -0.6040
C: 0.512 6.785 3.583  -0.1412
C: -0.528 6.265 1.531  -0.3127
Cl: 1.168 3.492 2.123  0.1118
O: -0.777 3.428 -2.556  -0.4870
H: -2.011 7.649 -3.074  0.1982
H: -1.456 7.732 -0.561  0.1886
C: -1.967 2.170 -0.910  -0.1254
O: -1.489 2.394 2.659  -0.4272
C: -2.140 1.891 0.414  -0.0930
H: -2.001 5.865 -2.930  0.2255
H: -2.051 5.643 7.207  0.2115

The energy above the lowest of the compared OMol25 structures with the same formula, charge and spin comes out at 19.4 kcal per mole. The HOMO-LUMO gap comes out at 3.4 eV. The calculation puts the HOMO energy at -2.93 eV. As for the total charge: -1.



No. 4
Entry from OMol25: a molecular structure, C17H11Cl7N2O5SiW (wB97M-V/def2-TZVPD).

Each line ends with the natural charge from an NBO analysis.
Positions of all 44 atoms, in Å:
C: -0.167 0.054 -2.662  0.6802
H: 4.240 0.269 -3.268  0.2363
H: -0.110 -1.490 2.134  0.2499
H: -1.562 -4.561 1.656  0.2172
C: 0.846 -0.759 -4.915  -0.1872
C: -0.835 2.598 3.995  -0.1210
H: -2.665 -4.140 0.334  0.2188
C: 1.813 0.628 -1.677  0.6683
C: 0.568 1.273 2.533  0.2198
C: 0.905 -0.271 -3.625  -0.0749
O: -1.527 1.893 1.781  -0.6837
O: -1.489 -0.560 0.141  -0.6565
H: 4.168 -0.632 -5.590  0.2213
N: -1.696 -2.525 1.241  -0.3485
C: -0.642 1.965 2.776  0.2812
Cl: -2.320 3.421 4.274  0.0423
Cl: 2.551 1.745 5.954  0.0477
C: -1.020 -2.004 2.427  -0.4373
Cl: 2.897 0.163 3.246  0.0425
C: 0.166 2.555 4.967  -0.0965
O: -1.386 -0.022 -2.815  -0.6350
O: 2.576 1.022 -0.840  -0.4958
C: 1.332 1.822 4.744  -0.0920
C: -1.861 -1.749 0.192  0.5693
H: -0.107 -1.007 -5.362  0.2319
H: -0.765 -2.832 3.083  0.2193
C: 3.254 -0.533 -5.020  -0.1878
W: -0.711 1.259 0.067  1.3709
C: 2.046 -0.892 -5.606  -0.1966
O: 0.640 0.702 1.340  -0.7153
C: 1.518 1.150 3.536  -0.1015
C: 3.304 -0.030 -3.722  -0.1600
H: -1.659 -1.302 2.967  0.2283
N: 0.408 0.557 -1.515  -0.7457
Cl: 0.294 3.314 -0.134  -0.3151
Cl: -0.043 3.406 6.447  0.0469
H: -2.381 -2.173 -0.666  0.1732
C: -2.302 -3.839 1.315  -0.4039
Cl: -2.398 3.395 -2.910  -0.3698
Si: -2.496 1.927 -1.490  1.1390
H: 2.037 -1.269 -6.620  0.2209
C: 2.116 0.089 -3.036  -0.1280
Cl: -4.402 1.218 -1.695  -0.3876
H: -3.136 -3.837 2.018  0.2146

The energy above the lowest of the compared OMol25 structures with the same formula, charge and spin comes out at 18.1 kcal per mole. The multiplicity is 3. The HOMO-LUMO gap (alpha / beta) comes out at 6.6 / 6.8 eV. Its expectation value of S² is 2.014. The calculation puts the HOMO energy (alpha / beta) at -7.64 / -7.97 eV.



Max |F| for the records above, in order: 2.849 5.816 3.255 2.167 eV Å⁻¹